ORCA calculation (ωB97M-V with the def2-TZVPD basis set) on a structure of composition C32H44ClN6O4S3SbSi3Tl.

Positions of all 95 atoms, in Å:
Tl: 0.089 0.217 -0.234
S: 2.244 -1.493 5.753
Sb: 1.548 -0.226 4.012
S: 1.332 -1.806 2.054
S: 3.141 -0.761 2.182
C: 2.985 2.600 -0.001
Si: 1.794 3.397 -1.207
C: 2.253 2.804 -2.925
C: 2.154 5.252 -1.195
C: -0.010 3.166 -0.811
Si: -0.646 3.809 0.813
C: -2.116 2.893 1.518
C: 0.721 3.854 2.091
C: -1.217 5.589 0.538
Si: -1.227 3.056 -2.191
C: -2.984 2.675 -1.708
C: -1.217 4.702 -3.116
C: -0.725 1.741 -3.469
C: -0.787 1.974 -4.842
C: -0.366 0.996 -5.727
C: 0.117 -0.199 -5.218
C: 0.141 -0.371 -3.842
N: -0.278 0.564 -2.988
H: 3.910 2.352 -0.533
H: 2.601 1.660 0.409
H: 3.237 3.256 0.834
H: 3.292 3.080 -3.137
H: 1.617 3.238 -3.705
H: 2.175 1.713 -2.985
H: 3.221 5.411 -1.380
H: 1.902 5.714 -0.234
H: 1.587 5.774 -1.976
H: -2.200 1.869 1.140
H: -3.051 3.404 1.267
H: -2.036 2.843 2.607
H: 1.135 2.851 2.240
H: 0.345 4.211 3.055
H: 1.543 4.508 1.778
H: -2.037 5.617 -0.190
H: -0.409 6.224 0.158
H: -1.584 6.018 1.476
H: -3.432 3.491 -1.127
H: -3.044 1.753 -1.115
H: -3.583 2.530 -2.612
H: -1.292 5.524 -2.397
H: -2.064 4.780 -3.806
H: -0.291 4.845 -3.684
H: -1.146 2.930 -5.209
H: -0.393 1.168 -6.797
H: 0.479 -0.984 -5.868
H: 0.515 -1.285 -3.400
N: 2.424 -0.308 -1.543
C: 3.497 -0.730 -1.646
C: 4.766 -1.287 -1.883
C: 4.837 -2.666 -2.212
N: 4.894 -3.790 -2.485
C: 5.942 -0.496 -1.823
N: 6.907 0.141 -1.788
C: -1.416 -3.796 4.688
C: -2.357 -2.619 4.667
C: -2.617 -1.906 5.831
C: -3.422 -0.781 5.799
Cl: -3.735 0.103 7.279
C: -3.971 -0.340 4.610
C: -3.722 -1.045 3.441
C: -2.924 -2.185 3.466
O: -2.701 -2.986 2.382
C: -2.253 -2.436 1.139
C: -3.165 -1.427 0.417
O: -4.385 -1.650 0.409
O: -2.530 -0.478 -0.132
H: -1.378 -4.239 5.684
H: -0.405 -3.460 4.437
H: -1.712 -4.554 3.964
H: -2.162 -2.216 6.763
H: -4.606 0.536 4.596
H: -4.192 -0.726 2.524
H: -2.167 -3.306 0.488
H: -1.266 -1.989 1.273
N: 0.173 -2.307 -1.223
C: 0.508 -3.353 -0.854
N: 0.904 -4.539 -0.427
C: 0.455 -5.107 0.850
C: 0.145 -6.570 0.609
O: 1.269 -7.255 0.063
C: 1.686 -6.688 -1.170
C: 2.053 -5.225 -1.015
H: -0.419 -4.571 1.212
H: 1.253 -5.006 1.588
H: -0.708 -6.655 -0.075
H: -0.100 -7.068 1.547
H: 0.883 -6.784 -1.913
H: 2.549 -7.262 -1.502
H: 2.301 -4.779 -1.975
H: 2.920 -5.121 -0.358

Computed properties:
Spin multiplicity = 2
Energy relative to the best compared isomer or geometry (same formula, charge and spin) = 0.0 kcal per mole
Largest force on an atom = 0.5 eV/A
HOMO level (spin up / spin down) = -2.654 / -2.710 eV
Charge = -2

---

ORCA calculation (ωB97M-V with the def2-TZVPD basis set) on a cluster of 6 separate species, C39H40FNO23P in total in a non-equilibrium geometry.

Positions of all 105 atoms, in Å:
C: 0.109 -4.210 1.718
C: -0.952 -4.453 0.654
C: -0.773 -3.575 -0.590
C: -1.595 -4.136 -1.757
P: -1.036 -1.678 -0.342
C: -2.907 -1.790 0.095
C: -3.306 -1.417 1.526
C: -2.923 0.004 1.950
O: -2.797 -2.307 2.533
C: 0.906 -1.359 -0.713
O: 1.382 -0.739 -1.628
N: 1.907 -1.938 0.260
C: 2.347 -1.200 1.306
O: 3.469 -1.156 1.734
F: 1.372 -0.507 1.908
H: 1.110 -4.461 1.358
H: 0.124 -3.182 2.073
H: -0.072 -4.845 2.596
H: -1.965 -4.361 1.054
H: -0.856 -5.498 0.319
H: 0.283 -3.696 -0.882
H: -2.559 -4.525 -1.418
H: -1.743 -3.398 -2.548
H: -1.058 -4.980 -2.208
H: -0.673 -1.750 1.055
H: -1.115 -0.201 -0.208
H: -1.325 -1.489 -1.769
H: -3.343 -2.773 -0.118
H: -3.419 -1.076 -0.563
H: -4.405 -1.489 1.575
H: -3.739 0.433 2.538
H: -2.649 0.644 1.121
H: -2.078 -0.075 2.639
H: -3.309 -3.118 2.517
H: 2.703 -2.370 -0.195
C: 4.504 -2.874 -4.922
C: 3.349 -2.880 -4.227
C: 2.327 -3.973 -4.410
O: 1.321 -3.926 -3.736
C: 2.601 -5.023 -5.383
C: 3.748 -5.003 -6.069
C: 4.780 -3.926 -5.869
O: 5.803 -4.009 -6.534
O: 4.084 -5.918 -6.977
O: 3.043 -1.947 -3.351
H: 5.247 -2.100 -4.799
H: 1.855 -5.794 -5.517
H: 4.964 -5.649 -7.302
H: 2.162 -2.145 -2.970
C: -3.944 6.319 0.385
C: -3.247 5.347 0.996
C: -3.733 3.918 1.036
O: -3.031 3.108 1.600
C: -5.006 3.602 0.407
C: -5.696 4.575 -0.200
C: -5.194 5.991 -0.254
O: -5.888 6.810 -0.846
O: -6.869 4.378 -0.796
O: -2.094 5.547 1.605
H: -3.608 7.346 0.347
H: -5.352 2.579 0.452
H: -7.146 5.243 -1.149
H: -1.810 4.674 1.946
C: -7.124 11.254 1.885
C: -8.241 11.455 2.595
C: -9.366 10.455 2.614
O: -10.334 10.724 3.306
C: -9.236 9.255 1.819
C: -8.121 9.044 1.098
C: -6.980 10.038 1.099
O: -5.994 9.776 0.442
O: -7.946 7.969 0.354
O: -8.455 12.535 3.338
H: -6.310 11.965 1.868
H: -10.057 8.553 1.830
H: -7.063 8.009 -0.093
H: -9.337 12.409 3.739
C: 5.222 -5.313 4.871
C: 4.740 -4.660 3.800
C: 4.062 -5.389 2.665
O: 3.651 -4.715 1.746
C: 3.947 -6.836 2.737
C: 4.430 -7.479 3.807
C: 5.091 -6.751 4.948
O: 5.485 -7.428 5.885
O: 4.373 -8.799 3.960
O: 4.817 -3.349 3.657
H: 5.708 -4.804 5.691
H: 3.470 -7.348 1.914
H: 4.791 -8.982 4.824
H: 4.381 -3.117 2.810
C: 5.749 0.199 -2.687
C: 6.214 1.375 -3.126
C: 7.514 1.955 -2.633
O: 7.868 3.023 -3.103
C: 8.266 1.221 -1.634
C: 7.800 0.045 -1.192
C: 6.512 -0.549 -1.705
O: 6.188 -1.633 -1.261
O: 8.417 -0.693 -0.281
O: 5.584 2.126 -4.023
H: 4.817 -0.229 -3.031
H: 9.189 1.654 -1.275
H: 7.852 -1.481 -0.152
H: 6.143 2.914 -4.154

Computed properties:
Largest force on an atom = 1.1 eV/A
HOMO level = -4.104 eV
Charge = -1

---

DFT total energy list, top to bottom, in eV: -130926.3629; -101677.5481